No. 1
Computed, not measured: a structure of composition C45H62MnN5SbSi3 at a distorted geometry, with ωB97M-V with the def2-TZVPD basis set.

Each line ends with the Mulliken charge.
Cartesian coordinates (Å):
Mn1 -0.69487 -0.29199 0.38676  -0.5694
C1 0.79960 0.66250 -2.94331  -0.7176
Sb1 2.31845 0.98021 -1.41608  -0.2022
C2 1.38640 -0.42875 0.08285  1.7670
C3 2.26227 -0.18922 1.22587  -0.4111
C4 2.01196 0.70821 2.32066  -0.4571
C5 2.85125 0.66764 3.43556  -0.6822
C6 3.99211 -0.14748 3.41916  -0.8543
C7 4.25085 -0.87406 2.24420  -0.7075
N1 3.44281 -0.89826 1.18957  -0.0206
Si1 1.80058 -2.16828 -0.62509  -0.2346
C8 3.58871 -2.74601 -0.84237  -1.3860
C9 1.19631 -2.40365 -2.38621  -0.8722
C10 1.16041 -2.93415 2.04318  -1.9027
C11 1.83750 3.26183 -1.25566  2.1014
C12 0.61599 3.43591 -0.45949  -2.2541
C13 0.01267 4.74883 -0.43399  -0.3331
C14 -1.11661 4.99212 0.34843  -1.1321
C15 -1.61299 3.95055 1.15878  -1.0801
C16 -0.96552 2.72536 1.10519  0.2399
N2 0.07574 2.43462 0.29797  1.0968
Si2 1.68614 4.04512 -3.02814  1.2317
C17 -0.10809 4.07492 -3.66430  -1.1360
C18 2.24175 5.85385 -3.10927  -1.3369
C19 2.79567 3.15612 -4.29000  -1.1507
Si3 3.34429 3.99034 -0.28125  0.3803
C20 3.76787 3.05747 1.26605  -0.7501
C21 3.00098 5.74967 0.29222  -1.1003
C22 4.86100 3.89156 -1.40261  -0.9505
H1 1.29224 0.30781 -3.86929  0.6793
H2 0.26104 1.59144 -3.15875  -0.2740
H3 0.07137 -0.09621 -2.62736  -0.0935
H4 1.22401 1.46424 2.26442  0.5048
H5 2.61607 1.33007 4.29020  0.4096
H6 4.67652 -0.26357 4.26731  0.4273
H7 5.16039 -1.48380 2.15953  0.4428
H8 4.15666 -1.91226 -1.30153  0.3576
H9 3.61191 -3.61734 -1.53543  0.3448
H10 4.09696 -2.99721 0.10973  0.3083
H11 1.73542 -1.70937 -3.06910  0.2539
H12 0.11794 -2.21330 -2.48913  0.1356
H13 1.42316 -3.42860 -2.75307  0.4919
H14 1.21712 -1.91141 2.39306  0.1980
H15 2.14839 -3.39991 2.16034  0.3077
H16 0.48479 -3.45434 2.75553  0.4087
H17 0.41648 5.56952 -1.05580  0.0898
H18 -1.59671 5.97946 0.32879  0.4193
H19 -2.48354 4.06125 1.81652  0.4785
H20 -1.31553 1.88883 1.71387  -0.2293
H21 -0.88434 3.98504 -2.87430  0.1965
H22 -0.28548 3.28116 -4.42006  0.3687
H23 -0.26815 5.05397 -4.17058  0.4578
H24 1.51777 6.55392 -2.63569  0.3692
H25 2.26536 6.10158 -4.19466  0.3979
H26 3.24004 6.07240 -2.70087  0.2836
H27 2.81257 2.04759 -4.24702  0.2365
H28 3.84450 3.51960 -4.18526  0.2885
H29 2.42853 3.45359 -5.29837  0.3558
H30 2.95455 3.06310 2.01972  0.2270
H31 4.62748 3.60556 1.70349  0.5271
H32 4.08156 2.00689 1.11712  0.1220
H33 2.16039 5.79338 1.01061  0.3293
H34 2.78763 6.47455 -0.51779  0.2749
H35 3.91292 6.09577 0.81750  0.4363
H36 5.04192 2.88286 -1.82617  0.2180
H37 5.73568 4.14100 -0.76665  0.4081
H38 4.85636 4.59187 -2.25668  0.2825
C23 -0.65981 -0.52562 4.80170  -1.8754
C24 -0.68953 -0.36817 3.41553  1.2693
N3 -0.64362 -0.33178 2.25964  -0.1681
H39 0.29948 -0.95022 5.14810  0.4119
H40 -1.47219 -1.20057 5.13481  0.3974
H41 -0.81370 0.44642 5.30667  0.3626
N4 -9.49083 -5.07248 0.03658  -0.5238
C25 -8.38364 -4.74398 -0.02052  -0.0473
C26 -7.00192 -4.33975 -0.11110  0.7732
C27 -5.99870 -5.32073 -0.27979  -0.7332
C28 -4.67563 -4.92001 -0.33027  -0.5845
C29 -4.34044 -3.53798 -0.20607  -0.1757
C30 -5.38567 -2.57290 -0.07466  -0.0327
C31 -6.70548 -2.96936 -0.00706  -0.8928
C32 -3.00268 -3.14660 -0.14200  0.6258
C33 -1.83234 -2.77706 0.05834  -1.0703
H42 -6.28939 -6.38068 -0.36976  0.4145
H43 -3.85830 -5.64246 -0.41593  0.4614
H44 -5.12908 -1.50366 -0.04187  0.4734
H45 -7.54070 -2.26152 0.11416  0.4257
C34 -2.26097 1.13797 -1.75792  -0.1839
C35 -3.03345 1.01365 -0.51019  0.4584
C36 -4.21643 1.69327 -0.12642  -1.3659
C37 -4.61071 1.15722 1.10724  -0.8218
C38 -3.65246 0.16332 1.45950  0.1254
C39 -3.73065 -0.75306 2.62291  -1.4603
N5 -2.66349 0.10602 0.46157  0.9634
H46 -2.89261 1.69081 -2.47907  0.6035
H47 -1.99680 0.13607 -2.15377  0.0195
H48 -1.31974 1.69808 -1.59377  -0.5307
H49 -4.70618 2.47657 -0.70047  0.4808
H50 -5.50453 1.42399 1.67798  0.5078
H51 -4.79353 -1.04422 2.78152  0.4078
H52 -3.43521 -0.22008 3.54311  0.3281
H53 -3.09834 -1.63521 2.46646  -0.0200
C40 -0.61274 -5.27433 1.40297  -1.6055
C41 0.41011 -4.69397 0.38770  1.6625
C42 1.75160 -5.40082 0.64021  -1.7859
C43 -0.06056 -5.05910 -1.02512  -1.5310
C44 0.56001 -3.15020 0.62204  2.4425
C45 -0.61413 -2.32996 0.36010  0.7946
H54 -0.74005 -6.35660 1.20033  0.5426
H55 -1.60236 -4.81190 1.32821  0.1218
H56 -0.26637 -5.18248 2.44838  0.3373
H57 1.67801 -6.44430 0.27602  0.4806
H58 2.00807 -5.42816 1.71481  0.3318
H59 2.60891 -4.95962 0.10480  0.1403
H60 -0.41591 -6.10622 -1.00568  0.6019
H61 0.74877 -5.04765 -1.78361  0.1872
H62 -0.87129 -4.41411 -1.39919  0.2392

E_HOMO (spin up / spin down) = -6.44 / -6.92 eV
DFT total energy = -4285.2805 hartree
Orbital gap (spin up / spin down) = 5.9 / 6.1 eV
Multiplicity = 4

=====

No. 2
Computed, not measured: a structure of composition C45H63BrN4O2PSV, with ωB97M-V with the def2-TZVPD basis set.

Each line ends with the Mulliken charge.
Cartesian coordinates (Å):
V1 -0.06419 0.05337 -0.32936  0.1727
C1 -4.29111 3.50121 -0.22272  -2.0350
C2 -2.99488 3.34771 -0.95931  1.4197
C3 -2.59780 4.26497 -1.93525  -0.8969
C4 -1.38284 4.09817 -2.55557  -1.0439
C5 -0.56121 3.03210 -2.18598  -0.0383
Br1 1.08555 2.98112 -3.09187  0.0351
N1 -0.90320 2.12723 -1.26404  0.9715
C6 -2.12325 2.30887 -0.70166  -0.6520
H1 -4.32018 4.45820 0.29921  0.5187
H2 -4.43994 2.70926 0.51126  0.2475
H3 -5.13425 3.48863 -0.91272  0.4522
H4 -3.23655 5.09805 -2.20079  0.5722
H5 -1.04357 4.78617 -3.31539  0.5414
H6 -2.41905 1.56354 0.02079  -0.3066
C7 -6.29284 -0.69142 -0.99735  -0.8734
C8 -5.68764 -0.78065 0.40940  -0.9042
C9 -4.16136 -0.57500 0.38921  0.9052
C10 -3.60648 -1.10996 -0.93756  0.3294
C11 -4.05324 -0.17712 -2.07754  -0.0064
C12 -5.50975 0.28783 -1.86305  -0.5659
P1 -1.83545 -1.61061 -0.94957  -0.7574
C13 -1.29571 -1.96658 -2.67298  0.2327
C14 -2.26220 -2.84079 -3.51484  -1.1661
C15 -2.02313 -2.64505 -5.01847  -0.8456
C16 -0.55331 -2.37078 -5.29612  -0.8564
C17 -0.15260 -1.00523 -4.72823  -0.8053
C18 -0.89821 -0.68334 -3.41923  0.7479
C19 -1.70915 -3.18265 0.00329  0.8184
C20 -1.70518 -3.02389 1.53389  0.3277
C21 -1.79508 -4.41378 2.16122  -1.1056
C22 -3.18687 -5.01769 1.92376  -0.9185
C23 -3.81903 -4.47992 0.63511  -0.1621
C24 -2.76496 -4.24165 -0.44058  -0.9111
H7 -7.33723 -0.38986 -0.93289  0.5672
H8 -6.30043 -1.67528 -1.47444  0.2701
H9 -5.91985 -1.74944 0.85462  0.3038
H10 -6.13585 -0.02824 1.06068  0.5050
H11 -3.70958 -1.04128 1.26324  -0.1743
H12 -3.94424 0.49284 0.45228  -1.0141
H13 -4.07501 -2.09032 -1.09469  1.0835
H14 -3.96761 -0.68552 -3.03752  0.3365
H15 -3.39427 0.69334 -2.13001  -0.5270
H16 -5.99018 0.41171 -2.83271  0.5472
H17 -5.52238 1.27345 -1.38855  -0.1104
H18 -0.38011 -2.55044 -2.53668  0.4171
H19 -3.30316 -2.61856 -3.27955  0.1800
H20 -2.10017 -3.88604 -3.24995  0.5061
H21 -2.63011 -1.81620 -5.39314  0.3426
H22 -2.36134 -3.53437 -5.54887  0.5147
H23 -0.34280 -2.39861 -6.36435  0.5145
H24 0.05244 -3.16547 -4.84988  0.3257
H25 -0.38072 -0.22179 -5.45232  0.4878
H26 0.92998 -0.97210 -4.58100  0.1907
H27 -1.79066 -0.09068 -3.62730  0.2496
H28 -0.26970 -0.01659 -2.79946  -0.7779
H29 -0.71695 -3.54788 -0.27695  0.5837
H30 -2.55897 -2.43659 1.87477  0.0804
H31 -0.80008 -2.50613 1.85028  -0.2185
H32 -1.57617 -4.36553 3.22796  0.4172
H33 -1.01977 -5.04654 1.71998  0.3920
H34 -3.83895 -4.79444 2.76911  0.3818
H35 -3.11258 -6.10419 1.87391  0.3825
H36 -4.35612 -3.54683 0.83502  -0.3731
H37 -4.56726 -5.17831 0.26017  0.6348
H38 -3.23986 -3.98362 -1.38658  0.3364
H39 -2.22972 -5.17457 -0.63250  0.4724
C25 -0.28936 0.80278 3.83698  -0.8314
S1 -1.30971 1.35849 2.49057  0.5586
C26 -0.72191 3.03093 2.31045  -0.0923
O1 -0.70935 0.58602 1.24095  -0.2468
H40 0.74833 1.08189 3.65330  0.1656
H41 -0.44235 -0.26849 3.95248  0.3844
H42 -0.68509 1.31601 4.71700  0.6013
H43 -1.16509 3.57153 3.15053  0.6940
H44 -1.11665 3.43051 1.38018  0.0263
H45 0.36780 3.04818 2.35749  -0.1364
C27 9.95827 3.83200 3.65030  -1.3852
C28 8.47401 3.67118 3.51924  0.6339
C29 7.91433 2.49043 3.03432  -0.7490
C30 6.53962 2.33287 2.91436  -0.3310
C31 5.70484 3.38744 3.25915  0.2968
N2 4.27757 3.28975 3.18248  -0.0515
C32 3.51865 2.64388 2.28190  0.0743
O2 2.32126 2.39507 2.47063  -0.6798
N3 4.15035 2.31648 1.08943  -0.0472
C33 3.58971 1.66386 0.01172  0.4804
C34 4.38892 1.29592 -1.07992  -0.5564
C35 3.84326 0.58483 -2.12853  -1.3315
C36 2.50401 0.22900 -2.09209  -0.5014
N4 1.73865 0.62358 -1.08126  0.9827
C37 2.24246 1.32656 -0.06108  -1.9442
C38 6.23877 4.57316 3.75408  -0.6995
C39 7.60817 4.70384 3.88655  -0.6785
H46 10.46631 2.87486 3.55006  0.3545
H47 10.21950 4.25693 4.61889  0.3819
H48 10.34183 4.50100 2.87840  0.3100
H49 8.56008 1.66399 2.76750  0.3382
H50 6.14600 1.37229 2.60331  0.5716
H51 3.75884 3.65706 3.96451  0.3700
H52 5.11554 2.60880 1.00490  0.4008
H53 5.44075 1.55350 -1.09012  0.5405
H54 4.45724 0.28832 -2.96702  0.6073
H55 2.03697 -0.35459 -2.87331  0.0683
H56 1.58312 1.63206 0.73910  1.2228
H57 5.58761 5.39365 4.02645  0.4314
H58 8.01296 5.62977 4.27392  0.4163
C40 2.78512 -3.48297 1.25684  -1.0892
C41 2.37102 -2.46141 2.09767  -0.7526
C42 1.54704 -1.45240 1.61690  -0.5510
C43 1.10166 -1.47204 0.29378  2.4076
C44 1.57040 -2.47536 -0.55469  -0.2701
C45 2.39415 -3.48293 -0.07530  -0.6927
H59 3.42880 -4.26656 1.63234  0.4943
H60 2.69312 -2.44619 3.13068  0.5879
H61 1.25787 -0.65669 2.28724  0.2485
H62 1.32191 -2.48429 -1.61038  0.1281
H63 2.74075 -4.26069 -0.74251  0.5703

E_HOMO (spin up / spin down) = -14.48 / -14.48 eV
DFT total energy = -6378.7473 hartree
Net charge = +3
Orbital gap (spin up / spin down) = 4.7 / 5.4 eV
Multiplicity = 2
ΔE to the lowest compared entry with this formula, charge and spin = 0.0 kcal/mol